Entry 1:
# H4N2O2P

2 unconnected molecules or ions with the total composition H4N2O2P in a non-equilibrium geometry (ωB97M-V/def2-TZVPD, the OMol25 dataset).

Positions of all 9 atoms, in Å:
N (0.6089, 1.3029, 0.1021)
N (0.8035, 0.0538, -0.3320)
O (-1.5391, -0.3193, 0.7678)
O (-0.4984, -2.2490, -0.6319)
P (-0.6963, -0.8113, -0.3666)
H (-0.2061, 1.3998, 0.7172)
H (1.4498, 1.7660, 0.4334)
H (1.2301, -0.9565, 0.8637)
H (-1.1525, -0.1863, -1.5536)

Cartesian forces (eV/Å) of the 3 atoms listed first:
N -0.343 1.578 0.635
N 1.766 -3.416 2.251
O -0.049 0.296 0.166

Results
Charge: -1
Largest force on an atom (eV Å⁻¹): 4.456
HOMO-LUMO gap (eV): 8.7
Total energy (eV): -16429.139

***

Entry 2:
# H4N2O2S

2 unconnected molecules or ions with the total composition H4N2O2S in a non-equilibrium geometry (ωB97M-V/def2-TZVPD, the OMol25 dataset).

Positions of all 9 atoms, in Å:
N (-1.3672, -1.3920, -0.0473)
N (0.5132, 1.2939, 0.1406)
O (1.5133, -0.7475, 1.1103)
O (1.5968, -0.4373, -1.4079)
S (0.8989, -0.3088, -0.1235)
H (-1.8136, -1.1199, -0.9238)
H (-1.6374, -0.7045, 0.6359)
H (0.3265, 1.3729, 1.0573)
H (-0.0305, 2.0432, -0.4416)

Cartesian forces (eV/Å) of the 3 atoms listed first:
N 2.199 0.006 -0.323
N -0.180 1.166 -4.370
O -0.710 0.332 -0.854

Results
Largest force on an atom (eV Å⁻¹): 4.526
HOMO-LUMO gap (spin up / spin down) (eV): 9.2 / 8.6
Total energy (eV): -17971.715

***

Entry 3:
# H4N2O2S

H4N2O2S in the gas phase in a non-equilibrium geometry (ωB97M-V/def2-TZVPD, the OMol25 dataset).

Positions of all 9 atoms, in Å:
N (-0.7264, -0.1568, -0.4561)
N (0.7442, 1.0467, 1.1585)
O (-0.8140, -1.1942, -1.7435)
O (1.2595, -1.1057, 0.3773)
S (0.0286, -0.3739, 0.8350)
H (-0.7243, -0.6480, -2.5739)
H (-1.7214, 0.0241, -0.4159)
H (1.6545, 0.5722, 1.1422)
H (0.2992, 1.8356, 1.6764)

Cartesian forces (eV/Å) of the 3 atoms listed first:
N -4.856 -0.162 -9.461
N -0.332 0.832 -0.035
O 0.636 1.880 1.938

Results
Largest force on an atom (eV Å⁻¹): 10.636
HOMO-LUMO gap (eV): 8.7
Total energy (eV): -17970.155

***

Entry 4:
# H4N2O3Si

H4N2O3Si in the gas phase in a non-equilibrium geometry (ωB97M-V/def2-TZVPD, the OMol25 dataset).

Positions of all 10 atoms, in Å:
N (1.0751, 0.4418, -1.1039)
N (-1.3552, 0.1421, 0.3644)
O (-2.1843, 0.6735, 1.2636)
O (-1.7888, -0.1589, -0.7374)
O (0.6863, -1.4887, 0.9134)
Si (0.4849, 0.0061, 0.4463)
H (0.5019, 0.4441, -1.9678)
H (1.7879, 1.0830, -1.2353)
H (0.2177, -2.0162, 0.3457)
H (0.5743, 0.8732, 1.7111)

Cartesian forces (eV/Å) of the 3 atoms listed first:
N -2.084 -1.153 -0.192
N -2.561 1.795 3.392
O 2.201 -0.397 0.038

Results
<S²>: 2.015
Largest force on an atom (eV Å⁻¹): 4.614
HOMO-LUMO gap (spin up / spin down) (eV): 8.3 / 6.6
Total energy (eV): -17061.132
Spin multiplicity: 3

***

Entry 5:
# H4N2Si

H4N2Si in the gas phase in a non-equilibrium geometry (ωB97M-V/def2-TZVPD, the OMol25 dataset).

Positions of all 7 atoms, in Å:
N (0.2346, -1.0969, 0.4726)
N (-0.6517, -0.6130, -0.7324)
Si (0.1825, 0.6214, 0.1203)
H (-0.4528, -1.0248, 1.2420)
H (-0.1462, -0.9692, -1.5336)
H (-1.0024, 1.3570, 0.5662)
H (1.3236, 1.3612, -0.3077)

Cartesian forces (eV/Å) of the 3 atoms listed first:
N -0.719 1.303 0.591
N 0.522 -0.719 -0.405
Si -1.111 -0.088 -0.384

Results
Largest force on an atom (eV Å⁻¹): 1.601
HOMO-LUMO gap (eV): 10.3
Total energy (eV): -10920.469
SMILES string: N1N[SiH2]1

***

Entry 6:
# H4N3O

A molecular structure, H4N3O in a non-equilibrium geometry (ωB97M-V/def2-TZVPD, the OMol25 dataset).

Positions of all 8 atoms, in Å:
N (-0.9547, -0.6562, -0.0710)
N (-1.0397, 0.6174, -0.1550)
N (1.3357, 0.7941, -0.0027)
O (1.3852, -0.6026, -0.1603)
H (-1.2792, -0.9828, 0.7992)
H (0.3382, -0.9810, -0.3671)
H (-0.9017, 0.9984, -1.0620)
H (1.1163, 0.8127, 1.0190)

Cartesian forces (eV/Å) of the 3 atoms listed first:
N -0.674 -1.106 -3.431
N -0.027 1.252 2.565
N -1.023 -1.313 0.701

Results
Charge: -1
Largest force on an atom (eV Å⁻¹): 3.667
HOMO-LUMO gap (spin up / spin down) (eV): 7.5 / 7.0
Total energy (eV): -6578.162

***

Entry 7:
# H4N3O

2 unconnected molecules or ions with the total composition H4N3O in a non-equilibrium geometry (ωB97M-V/def2-TZVPD, the OMol25 dataset).

Positions of all 8 atoms, in Å:
N (0.0982, 1.1563, 1.7770)
N (-0.8734, 0.3819, 2.1286)
N (0.8354, -0.7379, -1.5997)
O (-0.4238, -0.0780, -1.9233)
H (-0.8095, -0.1670, -0.9591)
H (0.8163, 0.7216, 1.1019)
H (-0.9298, -0.6956, 1.9346)
H (1.2866, -0.5813, -2.4599)

Cartesian forces (eV/Å) of the 3 atoms listed first:
N -2.260 -3.353 -0.334
N 2.007 1.384 0.055
N 0.924 -0.980 1.540

Results
Charge: -1
Largest force on an atom (eV Å⁻¹): 4.462
HOMO-LUMO gap (eV): 4.2
Total energy (eV): -6577.352

***

Entry 8:
# H4N3P

H4N3P in the gas phase in a non-equilibrium geometry (ωB97M-V/def2-TZVPD, the OMol25 dataset).

Positions of all 8 atoms, in Å:
N (-0.2450, 0.3710, 1.3380)
N (0.8258, -0.5273, 1.2193)
N (0.5924, 0.2715, 0.1119)
P (-0.5316, 0.0485, -1.1972)
H (-1.1850, 0.0107, 1.3231)
H (0.5125, -1.4731, 1.1495)
H (0.4549, -0.3460, -2.3190)
H (-0.4241, 1.6447, -1.6256)

Cartesian forces (eV/Å) of the 3 atoms listed first:
N 1.855 3.013 1.651
N 0.665 0.392 0.322
N -1.745 0.325 1.386

Results
<S²>: 2.010
Largest force on an atom (eV Å⁻¹): 4.234
HOMO-LUMO gap (spin up / spin down) (eV): 6.1 / 7.3
Total energy (eV): -13814.351
Spin multiplicity: 3

***

Entry 9:
# H4N4O

H4N4O in the gas phase in a non-equilibrium geometry (ωB97M-V/def2-TZVPD, the OMol25 dataset).

Positions of all 9 atoms, in Å:
N (0.1299, -1.8051, -0.8062)
N (0.2609, -0.4627, -0.5003)
N (-0.7477, 0.1078, 0.1117)
N (-0.1542, 1.0624, 0.7484)
O (-0.6030, 2.3483, 0.3700)
H (-0.3731, -2.3533, -0.1140)
H (1.0428, -2.2142, -0.9578)
H (0.9935, 0.4675, -0.0461)
H (-0.5490, 2.8493, 1.1945)

Cartesian forces (eV/Å) of the 3 atoms listed first:
N 0.280 -0.498 0.056
N -1.169 0.711 0.901
N -0.759 -0.864 -2.015

Results
Largest force on an atom (eV Å⁻¹): 3.213
HOMO-LUMO gap (spin up / spin down) (eV): 9.2 / 9.2
Total energy (eV): -8066.670
SMILES string: NN/N=N/O

***

Entry 10:
# H4N4O2

2 unconnected molecules or ions with the total composition H4N4O2 in a non-equilibrium geometry (ωB97M-V/def2-TZVPD, the OMol25 dataset).

Positions of all 10 atoms, in Å:
N (-2.2830, -0.5894, -0.0151)
N (2.5882, -0.4658, -0.2024)
N (-1.0738, -1.0678, -0.0845)
N (-0.1378, -0.2345, -0.1935)
O (-0.0109, 0.9550, -0.1488)
O (1.4812, -1.0141, 0.2830)
H (-2.3449, 0.3990, 0.1566)
H (-2.9866, -1.2612, 0.0551)
H (2.5317, 0.5448, -0.1003)
H (2.7402, -0.8324, -1.1628)

Cartesian forces (eV/Å) of the 3 atoms listed first:
N -0.040 2.137 -0.332
N -1.456 -0.455 -0.982
N 3.690 -0.301 -0.204

Results
Largest force on an atom (eV Å⁻¹): 3.721
HOMO-LUMO gap (spin up / spin down) (eV): 8.6 / 8.5
Total energy (eV): -10113.297

***

Entry 11:
# H4N4O2

H4N4O2 in the gas phase in a non-equilibrium geometry (ωB97M-V/def2-TZVPD, the OMol25 dataset).

Positions of all 10 atoms, in Å:
N (-0.5857, 0.2797, -1.0172)
N (0.0185, 0.6870, 0.1234)
N (1.1678, -0.0161, 0.4866)
N (-0.9618, 0.9027, 1.3979)
O (-2.0522, 1.3183, 1.1673)
O (-0.3830, 0.7769, 2.4284)
H (-1.2952, 1.0702, -1.1615)
H (-1.3502, -0.4497, -0.9632)
H (1.6392, 0.5827, 1.1660)
H (1.1427, -0.9617, 1.0266)

Cartesian forces (eV/Å) of the 3 atoms listed first:
N -4.224 1.260 -1.190
N 0.761 -0.598 2.243
N 0.394 -0.911 1.478

Results
Largest force on an atom (eV Å⁻¹): 4.565
HOMO-LUMO gap (eV): 10.2
Total energy (eV): -10114.634
SMILES string: NN(N)[N+](=O)[O-]

***

Entry 12:
# H4NO2P2

2 unconnected molecules or ions with the total composition H4NO2P2 in a non-equilibrium geometry (ωB97M-V/def2-TZVPD, the OMol25 dataset).

Positions of all 9 atoms, in Å:
N (1.2039, 0.0732, -0.4270)
O (0.0967, 1.6043, 2.3072)
O (0.6020, -0.8513, 2.7834)
P (-1.9581, -0.3719, 1.1762)
P (0.0418, 0.1868, 1.8949)
H (2.1475, 0.0565, -0.0401)
H (1.0479, 1.0558, -0.6573)
H (-1.4600, -1.5296, 0.6162)
H (-1.7882, 0.3699, 0.0300)

Cartesian forces (eV/Å) of the 3 atoms listed first:
N -1.239 -0.129 2.038
O -0.245 0.472 -0.547
O 0.048 -0.662 -0.423

Results
Charge: -1
Largest force on an atom (eV Å⁻¹): 2.388
HOMO-LUMO gap (spin up / spin down) (eV): 8.0 / 8.0
Total energy (eV): -24228.975

***

Entry 13:
# H4NO2SSi

A molecular structure, H4NO2SSi in a non-equilibrium geometry (ωB97M-V/def2-TZVPD, the OMol25 dataset).

Positions of all 9 atoms, in Å:
N (-1.0639, 0.8893, 0.2312)
O (-0.8670, -1.5986, -0.1325)
O (1.7608, 1.7369, 0.0760)
Si (0.4619, 1.2708, 0.6699)
S (0.0819, -1.7829, -1.4024)
H (-0.9180, -0.4460, 0.0421)
H (-1.3182, 0.9972, -0.8125)
H (0.5769, 1.0636, 2.1628)
H (1.2855, -2.1302, -0.8347)

Cartesian forces (eV/Å) of the 3 atoms listed first:
N -1.023 -0.003 -2.724
O -0.353 0.643 0.431
O 1.520 0.803 -1.053

Results
Charge: -1
Largest force on an atom (eV Å⁻¹): 2.909
HOMO-LUMO gap (eV): 7.8
Total energy (eV): -24364.068

***

Entry 14:
# H4NO3PS

2 unconnected molecules or ions with the total composition H4NO3PS in a non-equilibrium geometry (ωB97M-V/def2-TZVPD, the OMol25 dataset).

Positions of all 10 atoms, in Å:
H (-0.2072, 2.1297, 0.3893)
P (-1.5422, 1.7544, 0.6865)
N (-1.4780, 0.6689, -0.4462)
S (-2.7939, -0.3936, -0.8141)
H (-0.5852, 0.4006, -0.9833)
O (1.2486, -1.9276, 0.6590)
O (0.7237, -0.8097, 0.0145)
O (1.6850, 0.1555, -0.0591)
H (0.8955, -2.1143, 1.5557)
H (2.0537, 0.1362, -1.0024)

Cartesian forces (eV/Å) of the 3 atoms listed first:
H 0.138 0.419 0.431
P 0.496 1.585 1.076
N -0.079 -3.396 -2.818

Results
Largest force on an atom (eV Å⁻¹): 4.414
HOMO-LUMO gap (spin up / spin down) (eV): 7.1 / 6.7
Total energy (eV): -27813.770
SMILES string: [H]/P=[NH+]/[S-].OOO

***

Entry 15:
# H4NO5Sn

A molecular structure, H4NO5Sn in a non-equilibrium geometry (ωB97M-V/def2-TZVPD, the OMol25 dataset).

Positions of all 11 atoms, in Å:
Sn (-1.3313, -0.1285, 0.9282)
N (1.7489, -0.5506, -0.7708)
O (1.9596, -0.0239, 0.2814)
O (2.6965, -0.8767, -1.4698)
O (0.6028, -0.9913, -1.1038)
O (-2.4552, -0.7163, -1.7472)
H (-2.7937, -1.5692, -2.0193)
H (-2.4992, -0.1774, -2.5371)
O (0.4716, 1.4816, 2.5558)
H (0.2681, 2.3131, 2.9841)
H (1.3319, 1.2393, 2.8984)

Cartesian forces (eV/Å) of the 3 atoms listed first:
Sn 1.564 -0.101 -1.279
N 1.175 -3.127 -1.701
O -0.977 2.240 3.187

Results
<S²>: 0.753
Largest force on an atom (eV Å⁻¹): 4.016
HOMO-LUMO gap (spin up / spin down) (eV): 6.5 / 7.2
Total energy (eV): -17618.233
Spin multiplicity: 2

***

Entry 16:
# H4NOPS2

2 unconnected molecules or ions with the total composition H4NOPS2 in a non-equilibrium geometry (ωB97M-V/def2-TZVPD, the OMol25 dataset).

Positions of all 9 atoms, in Å:
N (-2.8468, 0.2381, 0.8539)
O (-1.5970, 0.3784, -1.3747)
P (-1.5528, -0.1786, 0.1386)
S (-0.0199, -1.3914, 0.4370)
S (3.9828, -0.3266, 0.0755)
H (-3.0240, -0.2755, 1.7273)
H (-2.4552, 0.7277, -1.6815)
H (3.6761, 0.7204, 0.8681)
H (3.8368, 0.1075, -1.0441)

Cartesian forces (eV/Å) of the 3 atoms listed first:
N 0.061 -0.467 0.436
O 0.133 -0.090 0.594
P 0.992 -1.434 -1.033

Results
Largest force on an atom (eV Å⁻¹): 5.582
HOMO-LUMO gap (eV): 9.3
Total energy (eV): -34561.760

***

Entry 17:
# H4NS

2 unconnected molecules or ions with the total composition H4NS (ωB97M-V/def2-TZVPD, the OMol25 dataset).

Positions of all 6 atoms, in Å:
N (-0.2872, -1.4402, 1.0209)
H (-1.2921, -1.5303, 0.8699)
H (0.0404, -0.6805, 0.4289)
H (-0.2664, -1.0575, 1.9646)
S (0.8833, 2.1073, -2.7682)
H (0.9220, 2.6012, -1.5161)

Cartesian forces (eV/Å) of the 3 atoms listed first:
N -0.447 0.200 0.557
H 0.242 -0.007 -0.409
H -0.093 -0.099 -0.196

Results
Charge: -1
Largest force on an atom (eV Å⁻¹): 0.741
HOMO-LUMO gap (eV): 6.2
Total energy (eV): -12391.134

***

Entry 18:
# H4O2

2 unconnected molecules or ions with the total composition H4O2 in a non-equilibrium geometry (ωB97M-V/def2-TZVPD, the OMol25 dataset).

Positions of all 6 atoms, in Å:
O (-1.6729, -0.1009, -0.0295)
H (-0.7379, -0.2484, 0.0816)
H (-1.8026, 0.8507, 0.2406)
O (1.5590, -0.0343, -0.0901)
H (1.9816, -0.5400, 0.5645)
H (1.4703, 1.0190, 0.0705)

Cartesian forces (eV/Å) of the 3 atoms listed first:
O -0.848 1.743 0.452
H 0.767 -0.143 -0.042
H 0.168 -1.615 -0.457

Results
Largest force on an atom (eV Å⁻¹): 5.119
HOMO-LUMO gap (eV): 11.7
Total energy (eV): -4159.427
SMILES string: O.O

***

Entry 19:
# H4O2

2 unconnected molecules or ions with the total composition H4O2 (ωB97M-V/def2-TZVPD, the OMol25 dataset).

Positions of all 6 atoms, in Å:
O (1.4796, -0.9073, -0.7670)
H (1.1129, -1.2585, 0.0397)
H (1.2189, -1.4999, -1.4991)
O (-1.3935, 1.1092, 0.8135)
H (-2.0184, 0.8926, 0.0984)
H (-1.0024, 0.2510, 0.9887)

Cartesian forces (eV/Å) of the 3 atoms listed first:
O 0.066 -0.061 -0.981
H -0.169 -0.357 0.198
H 0.128 0.375 0.782

Results
Largest force on an atom (eV Å⁻¹): 0.985
HOMO-LUMO gap (eV): 12.1
Total energy (eV): -4159.663
SMILES string: O.O

***

Entry 20:
# H4O2

2 unconnected molecules or ions with the total composition H4O2 in a non-equilibrium geometry (ωB97M-V/def2-TZVPD, the OMol25 dataset).

Positions of all 6 atoms, in Å:
O (0.9306, 0.0141, 0.0342)
H (1.5369, -0.7612, 0.1634)
H (1.3763, 0.6793, -0.5336)
O (-1.6372, -0.0534, -0.0735)
H (-1.4061, 0.6685, 0.5589)
H (-0.8004, -0.5474, -0.1494)

Cartesian forces (eV/Å) of the 3 atoms listed first:
O 1.622 -0.587 -0.089
H -0.557 1.370 -0.343
H -0.239 -0.897 0.507

Results
Largest force on an atom (eV Å⁻¹): 1.727
HOMO-LUMO gap (eV): 11.1
Total energy (eV): -4159.672
SMILES string: O.O